[1]
ORCA calculation (ωB97M-V with the def2-TZVPD basis set) on C49H45AsF3NO7PSSbYb as an isolated structure at a distorted geometry.

Each line ends with the Löwdin spin population.
Atoms and positions in Å:
1 Yb 0.4722 1.1372 0.2665  0.998
2 S 2.9256 0.1994 0.4948  0.001
3 C 3.3341 0.9868 2.0209  0.001
4 C 4.6243 1.5294 2.1243  0.000
5 C 5.1205 2.0914 3.2858  0.000
6 C 4.3135 2.0338 4.4432  0.000
7 C 3.0877 1.4601 4.4166  0.000
8 C 2.5448 0.9782 3.2245  0.000
9 As 0.8486 0.1743 3.0197  0.001
10 C 1.0340 -1.7713 3.2746  0.000
11 C 2.0409 -2.3152 4.0625  0.000
12 C 2.0571 -3.6761 4.2587  0.000
13 C 1.1296 -4.4767 3.5950  0.000
14 C 0.1588 -3.9466 2.8066  0.000
15 C 0.1851 -2.5887 2.5439  0.000
16 C -0.3089 0.7923 4.4157  0.001
17 C -0.6114 2.1197 4.4817  0.000
18 C -1.5356 2.6054 5.3969  0.000
19 C -2.0342 1.7111 6.2921  0.000
20 C -1.6993 0.3620 6.2349  0.000
21 C -0.9173 -0.1389 5.2847  0.000
22 H 5.1957 1.4934 1.1581  0.000
23 H 6.0276 2.6256 3.2911  0.000
24 H 4.5493 2.5138 5.4016  0.000
25 H 2.4644 1.6019 5.2928  0.000
26 H 2.7274 -1.6348 4.5208  0.000
27 H 2.7945 -4.1350 4.9065  0.000
28 H 1.0441 -5.5645 3.8087  0.000
29 H -0.5384 -4.5383 2.1516  0.000
30 H -0.6912 -2.1819 1.9534  0.000
31 H -0.1216 2.8304 3.8227  0.000
32 H -1.7495 3.6774 5.3684  0.000
33 H -2.7296 1.9133 7.1626  0.000
34 H -2.2058 -0.2544 6.9359  0.000
35 H -0.6580 -1.2175 5.1460  0.000
36 O -1.5866 0.1488 0.1069  -0.001
37 C -1.6577 0.5957 -1.0598  0.000
38 O -0.7457 1.2406 -1.5882  -0.001
39 C -2.9088 0.4851 -1.8403  0.000
40 C -4.0605 -0.1023 -1.3518  0.000
41 C -5.1259 -0.2185 -2.1497  0.000
42 C -5.1569 0.3201 -3.4895  0.000
43 C -3.9905 0.9434 -3.8990  0.000
44 C -2.8134 0.9074 -3.1695  0.000
45 N -6.3362 0.1695 -4.4796  0.000
46 O -6.1157 0.5139 -5.6505  0.000
47 O -7.3682 -0.2238 -4.0314  0.000
48 H -4.1040 -0.3578 -0.2933  0.000
49 H -5.9895 -0.7353 -1.8283  0.000
50 H -3.8783 1.2249 -4.9407  0.000
51 H -1.9706 1.4580 -3.5813  0.000
52 C 0.1954 7.4143 0.5847  0.000
53 C 0.4683 6.3358 1.6765  0.000
54 O 0.9187 5.1557 1.1018  0.000
55 P -0.1910 4.4179 0.0847  0.000
56 O 0.9634 3.3682 -0.4638  -0.001
57 C 1.9838 3.7907 -1.3652  0.000
58 C 1.7400 3.0795 -2.6736  0.000
59 O -0.8059 3.0884 0.9718  0.001
60 C -2.2920 3.0887 1.1006  0.000
61 C -2.7048 3.7205 2.3513  0.000
62 H -0.1571 8.3244 1.1098  0.000
63 H -0.6787 7.1374 0.0032  0.000
64 H 0.9760 7.5494 -0.1787  0.000
65 H -0.4270 6.0723 2.2467  0.000
66 H 1.2627 6.7653 2.3346  0.000
67 H 2.8974 3.4509 -0.8564  0.000
68 H 1.9494 4.8604 -1.4307  0.000
69 H 1.6945 2.0017 -2.5690  0.000
70 H 2.4039 3.4545 -3.4466  0.000
71 H 0.7339 3.2897 -3.1002  0.000
72 H -2.4975 2.0168 1.0972  0.000
73 H -2.6823 3.6158 0.1931  0.000
74 H -2.3321 3.2314 3.2099  0.000
75 H -3.8034 3.7287 2.4619  0.000
76 H -2.4726 4.7859 2.4268  0.000
77 F -3.8830 -6.2100 -2.6531  0.000
78 C -2.9545 -5.3467 -2.4406  0.000
79 C -3.2108 -4.0168 -2.5956  0.000
80 C -2.1747 -3.1338 -2.2407  0.000
81 C -0.9587 -3.5311 -1.6712  0.000
82 C -0.7580 -4.9328 -1.5276  0.000
83 C -1.7808 -5.8026 -1.8438  0.000
84 Sb 0.6501 -2.0771 -1.4854  0.000
85 C 2.1212 -3.5992 -1.7101  0.000
86 C 2.7677 -3.9682 -0.5892  0.000
87 C 3.8007 -4.8949 -0.6311  0.000
88 C 4.1576 -5.4926 -1.8275  0.000
89 F 5.1369 -6.4418 -1.7798  0.000
90 C 3.5155 -5.2010 -2.9793  0.000
91 C 2.4487 -4.2943 -2.9152  0.000
92 C 0.7169 -1.4807 -3.5715  0.000
93 C -0.1107 -1.9346 -4.5531  0.000
94 C 0.1104 -1.5672 -5.8717  0.000
95 C 1.2116 -0.7669 -6.1503  0.000
96 F 1.4520 -0.5695 -7.4525  0.000
97 C 1.9740 -0.1742 -5.1715  0.000
98 C 1.7125 -0.5060 -3.8249  0.000
99 H -4.1502 -3.7389 -2.8896  0.000
100 H -2.3107 -2.1439 -2.4011  0.000
101 H 0.2400 -5.2833 -1.1730  0.000
102 H -1.7518 -6.9159 -1.7211  0.000
103 H 2.4150 -3.5417 0.3394  0.000
104 H 4.3292 -5.2478 0.1883  0.000
105 H 3.6644 -5.7491 -3.9011  0.000
106 H 1.8975 -4.0773 -3.8634  0.000
107 H -0.9361 -2.6311 -4.3785  0.000
108 H -0.4726 -1.8555 -6.6986  0.000
109 H 2.6268 0.6336 -5.4532  0.000
110 H 2.2906 -0.0184 -3.0503  0.000

The calculation puts the total energy at -7149.2582 Ha. The total charge is +1. As for the spin multiplicity: 2. For the LUMO energy (spin up / spin down), the calculation gives -0.11350 / -0.11769 Ha. As for the HOMO energy (spin up / spin down): -0.38439 / -0.38462 Ha. Its orbital gap (spin up / spin down) is 0.2709 / 0.2669 Eh.

***

[2]
ORCA calculation (ωB97M-V with the def2-TZVPD basis set) on C49H45BaNO7P2S as an isolated structure at a distorted geometry.

Each line ends with the Löwdin charge.
Atoms and positions in Å:
1 Ba -1.2059 0.5638 1.1141  1.825
2 O -3.9986 0.8739 -0.0245  -0.180
3 C -4.8325 2.0188 0.2391  -0.189
4 C -3.9375 3.2591 0.6059  -0.127
5 N -2.8030 2.9346 1.5769  -0.213
6 C -1.8724 4.0404 1.6922  -0.158
7 C -0.4563 3.7758 2.0857  -0.728
8 O 0.1502 4.8262 2.3152  0.014
9 O -0.0791 2.5731 2.1331  -0.292
10 C -3.3522 2.6702 2.9150  -0.113
11 C -3.8681 1.2551 3.1704  -0.687
12 O -3.1195 0.3644 2.6259  -0.374
13 O -4.8283 1.1355 3.9051  0.049
14 H -3.9400 0.4225 0.8527  0.028
15 H -5.4678 1.8058 1.1305  0.129
16 H -5.2929 2.3188 -0.7298  0.127
17 H -4.5625 4.0992 0.9572  0.128
18 H -3.5117 3.5816 -0.3483  0.089
19 H -2.2718 4.8133 2.3248  0.131
20 H -1.7293 4.4801 0.7023  0.109
21 H -4.1534 3.3694 3.1455  0.130
22 H -2.5316 2.7999 3.6095  0.136
23 O 1.5034 -0.4605 -2.2616  -0.080
24 C 2.1902 -1.6710 -2.2382  -0.226
25 C 3.6197 -1.7903 -2.4792  0.002
26 C 4.2079 -3.0565 -2.3698  -0.086
27 C 3.4949 -4.1285 -1.8242  -0.095
28 C 2.1703 -3.9962 -1.5256  -0.093
29 C 1.4805 -2.8318 -1.8002  -0.273
30 P -0.2652 -2.4902 -1.2417  1.097
31 C -0.7132 -4.1818 -0.6907  -0.381
32 C -1.0823 -5.2548 -1.5815  -0.057
33 C -1.2296 -6.5258 -1.0029  -0.069
34 C -0.9445 -6.7680 0.3840  -0.080
35 C -0.6077 -5.7214 1.2064  -0.087
36 C -0.5247 -4.4486 0.6407  -0.131
37 C -1.1393 -2.2790 -2.7841  -0.419
38 C -2.2976 -1.5403 -2.7444  -0.111
39 C -2.9868 -1.2362 -3.8954  -0.096
40 C -2.4738 -1.5862 -5.1010  -0.096
41 C -1.3314 -2.3765 -5.1669  -0.058
42 C -0.6261 -2.7563 -3.9902  -0.075
43 C 1.8985 0.5804 -3.1029  -0.246
44 C 2.0788 0.3599 -4.4799  -0.001
45 C 2.2542 1.4800 -5.3061  -0.034
46 C 2.4644 2.7486 -4.6884  -0.079
47 C 2.2936 2.9313 -3.3587  -0.087
48 C 1.7946 1.9032 -2.5797  -0.335
49 P 1.2436 2.0882 -0.9122  1.077
50 C 0.3719 3.7217 -1.0992  -0.361
51 C -0.8681 3.5398 -1.6824  -0.136
52 C -1.6166 4.6447 -2.0500  -0.110
53 C -1.1353 5.9266 -1.8535  -0.059
54 C 0.0506 6.0716 -1.1136  -0.061
55 C 0.8269 4.9947 -0.8223  -0.088
56 C 2.8934 2.5317 -0.1841  -0.331
57 C 2.9056 3.2736 1.0081  -0.105
58 C 4.0792 3.5900 1.6722  -0.045
59 C 5.3094 3.0925 1.1234  -0.071
60 C 5.2495 2.2093 0.0549  -0.117
61 C 4.0784 1.9479 -0.6335  -0.093
62 H 4.1647 -0.8812 -2.8580  0.124
63 H 5.2704 -3.1394 -2.6554  0.111
64 H 4.0456 -5.0746 -1.8346  0.110
65 H 1.6539 -4.8379 -1.1123  0.098
66 H -1.1416 -5.1890 -2.6743  0.103
67 H -1.5988 -7.3608 -1.5915  0.096
68 H -0.9820 -7.7690 0.7549  0.092
69 H -0.3620 -5.9212 2.2573  0.101
70 H -0.3045 -3.5649 1.2610  0.084
71 H -2.7347 -1.2663 -1.7707  0.099
72 H -4.0080 -0.7972 -3.7992  0.128
73 H -2.9912 -1.2565 -5.9876  0.104
74 H -0.8692 -2.7486 -6.0719  0.099
75 H 0.2258 -3.4415 -3.9851  0.111
76 H 2.1396 -0.5944 -4.8959  0.098
77 H 2.5137 1.3612 -6.3419  0.097
78 H 2.8561 3.5409 -5.2647  0.091
79 H 2.4096 3.9827 -3.0144  0.136
80 H -1.3302 2.6572 -2.0679  0.104
81 H -2.5266 4.5314 -2.5957  0.098
82 H -1.6911 6.7621 -2.2482  0.102
83 H 0.3353 7.0713 -0.9052  0.100
84 H 1.8565 5.1332 -0.4918  0.118
85 H 1.9488 3.4713 1.5051  0.077
86 H 3.9667 4.0620 2.6049  0.090
87 H 6.3222 3.1540 1.5964  0.110
88 H 6.1379 1.6949 -0.3102  0.101
89 H 4.0859 1.3130 -1.5355  0.100
90 C -2.9340 -2.3778 4.5096  -0.218
91 S -1.4100 -1.4606 4.3651  0.944
92 O -1.0250 -1.5276 2.8957  -0.705
93 C -0.0979 -2.3775 5.1467  -0.373
94 C 0.5352 -1.7633 6.2560  -0.079
95 C 1.8080 -2.1618 6.6782  -0.079
96 C 2.3806 -3.3026 6.0931  -0.063
97 C 1.6599 -4.0805 5.1194  -0.050
98 C 0.4712 -3.5350 4.6459  -0.090
99 H -3.3400 -2.1021 3.5546  0.032
100 H -3.4862 -1.9371 5.4112  0.096
101 H -2.8717 -3.4563 4.5471  0.053
102 H 0.1371 -0.9074 6.7724  0.103
103 H 2.3649 -1.6778 7.4985  0.114
104 H 3.3489 -3.6700 6.4612  0.104
105 H 2.1233 -4.9259 4.6729  0.092
106 H -0.0101 -4.1459 3.8812  0.097

The calculation puts the total energy at -3582.0699 Ha. The energy above the lowest of the compared OMol25 structures with the same formula, charge and spin comes out at 71.4 kJ/mol. For the LUMO energy, the calculation gives 0.01367 Ha. As for the HOMO energy: -0.30171 Ha. Its orbital gap is 0.3154 Eh.